A | Entry from the Open Molecules 2025 dataset: C6H4N2O2 in the gas phase (wB97M-V/def2-TZVPD).

Output
- LUMO energy (eV) = 0.0

```
! RIJCOSX wB97M-V def2-TZVPD def2/J DEFGRID3
* xyz 0 1
O 2.0205 1.7441 0.2461
O 2.5457 -0.3892 -3.5967
N -1.8203 -0.5770 0.5792
N -0.4619 0.7352 1.4980
C -0.8832 -0.3850 -0.3274
C 2.0084 -0.2568 -1.2379
C 0.0695 0.4356 0.1945
C 1.3931 0.8565 -0.2933
C -1.6930 0.1694 1.7755
C 2.5625 -0.2923 -2.4393
H 2.0654 -1.0662 -0.6193
H -2.5018 -1.2723 0.3552
H -1.1087 -0.7840 -1.3154
H 0.0211 1.4567 2.0451
*
```

B | Entry from the Open Molecules 2025 dataset: 2 unconnected molecules or ions with the total composition C6H4N2O2 (wB97M-V/def2-TZVPD).

Output
- LUMO energy (eV) = -1.7

```
! RIJCOSX wB97M-V def2-TZVPD def2/J DEFGRID3
* xyz 0 1
O -2.8966 -1.4358 0.6563
O 0.9075 -2.8105 1.8639
N -2.1084 -0.9841 -0.1035
N 1.0651 -1.7778 1.3028
C -0.3997 1.5105 -0.5777
C -1.2680 -1.1017 -0.9225
C 0.2895 0.4602 -1.2491
C 1.2602 0.3327 -0.0372
C 0.3271 1.4794 0.5611
C 0.9851 -0.8657 0.6313
H 2.2151 0.7974 -0.4032
H 0.4187 1.8929 1.4864
H -1.1810 2.3161 -0.9528
H 0.3853 0.1865 -2.2557
*
```

How do the energies compare? Relative to the most stable structure, in hartree: A 0.0000; B 0.2880.

A | Entry from the Open Molecules 2025 dataset: a molecular structure, C34H56GeN6O8PTi (wB97M-V/def2-TZVPD).

Output
- LUMO energy (alpha / beta) (eV) = -1.1 / -1.1

```
! RIJCOSX wB97M-V def2-TZVPD def2/J DEFGRID3
* xyz 0 2
Ge 2.0690 0.7404 -1.7297
Ti -0.2106 -0.6479 0.0547
P -2.4633 2.1040 1.2239
O 0.2165 0.1878 -1.8319
O -3.7160 -2.4451 0.4600
O 1.7413 0.5431 0.1917
O -2.0383 -0.9812 0.2866
O -1.9883 -5.8019 -4.6720
O 2.7295 -0.9701 -1.8665
O -1.1937 1.4437 0.7796
O -2.5886 -6.7622 -2.6852
N -2.3609 2.3962 2.8538
N -2.6978 3.4955 0.3440
N -3.9070 1.3594 1.0577
N -0.0679 -1.1580 2.0940
N 1.4327 -2.1908 0.1878
N -0.7482 -2.3424 -1.3556
C -4.4477 1.1411 -0.2927
C 0.1783 0.6125 -4.2219
C -2.6518 -2.1318 0.0033
C -4.4211 0.3868 2.0249
C -0.0558 -2.8512 -2.3781
C 3.9536 1.4866 0.5982
C -0.5564 0.8122 -2.8974
C 1.0994 -1.7265 2.5187
C -1.6464 -4.6236 -2.6862
C -3.4085 3.1605 3.5231
C -1.5686 4.4143 0.2148
C 2.7183 -2.3548 4.2122
C -3.9715 4.2132 0.3343
C -0.9308 -0.7842 3.0002
C -2.3691 -4.0680 -1.6179
C 0.5113 -1.3536 4.8176
C 3.1555 -2.7724 1.8715
C -1.8909 -2.9344 -1.0206
C 3.5504 -2.8088 3.2356
C -2.1317 -5.8712 -3.4322
C 5.1409 -0.9938 -1.8749
C 1.4543 -1.8143 3.8725
C -0.6820 -0.8704 4.3860
C -0.4867 -3.9712 -3.0684
C 1.9557 -2.2456 1.5214
C 3.7918 -2.8876 -2.7851
C 2.4065 1.0623 2.4619
C 3.8702 -1.3761 -2.6269
C -1.9142 0.1281 -2.9744
C -1.0673 2.4905 3.5175
C 3.8543 -0.7131 -4.0045
C -0.7409 2.2932 -2.6002
C 1.8760 2.8732 0.8331
C 2.4782 1.4872 1.0043
H 0.8535 -2.3188 -2.6363
H 4.1085 1.9520 -0.3766
H 2.9028 -3.1742 -3.3508
H -1.5887 5.1765 1.0032
H -5.4930 0.5507 2.1600
H 2.9532 0.1290 2.6165
H -3.2928 -4.5125 -1.2698
H 0.8090 2.8114 1.0318
H -3.6051 2.7392 4.5131
H 1.3727 0.9200 2.7787
H 2.8580 1.8304 3.0930
H -3.9335 0.5060 2.9894
H -4.2706 -0.6307 1.6594
H 0.4523 -0.4401 -4.3439
H 4.3267 0.4595 0.5577
H -4.1562 4.6171 -0.6637
H 3.0099 -2.4054 5.2550
H -0.6270 3.8794 0.2646
H -0.4727 0.8943 -5.0522
H 4.6709 -3.2643 -3.3132
H 5.1398 -1.4399 -0.8748
H 6.0279 -1.3444 -2.4084
H -1.3159 2.7686 -3.3991
H -5.5094 1.4028 -0.3086
H 0.2264 2.7988 -2.5257
H 2.0175 3.2360 -0.1884
H 4.6366 -1.1271 -4.6443
H -3.9291 1.7605 -1.0213
H -2.5716 0.7014 -3.6311
H 0.7439 -1.4007 5.8760
H 4.5152 -3.2228 3.5001
H -1.6118 4.9234 -0.7500
H 2.1404 -1.8318 -0.4851
H 1.1809 -3.1210 -0.1268
H -0.3174 1.9664 2.9394
H -1.4426 -0.5418 5.0815
H -1.1196 2.0387 4.5130
H -3.9582 5.0531 1.0375
H -1.2716 2.4139 -1.6585
H 0.0628 -4.3402 -3.9265
H 2.8869 -0.8785 -4.4870
H 4.0144 0.3651 -3.9198
H 2.3342 3.5874 1.5218
H -2.3748 0.0774 -1.9866
H 3.8058 -3.1757 1.1040
H -1.8310 -0.8856 -3.3712
H -4.7971 3.5588 0.5947
H -1.8626 -0.3917 2.6220
H -0.7528 3.5339 3.6352
H 3.7491 -3.3741 -1.8052
H 5.2102 0.0915 -1.7683
H 1.0841 1.2207 -4.2809
H -4.3477 0.0960 -0.5764
H -4.3353 3.1341 2.9540
H 4.5433 2.0415 1.3316
H -3.1106 4.2066 3.6547
*
```

B | Entry from the Open Molecules 2025 dataset: a molecular structure, C34H56GeN6O8PTi (wB97M-V/def2-TZVPD).

Output
- LUMO energy (alpha / beta) (eV) = -1.0 / -1.1

```
! RIJCOSX wB97M-V def2-TZVPD def2/J DEFGRID3
* xyz 0 2
Ge 0.5790 -3.1590 -0.7123
Ti -0.5529 -0.1995 -0.7288
P 0.4068 0.9453 2.8906
O -4.5005 0.0010 -0.2451
O 0.2899 0.3068 1.5505
O -0.2721 -1.8895 -1.9820
O -2.2862 -0.2633 -0.0720
O -4.4380 3.1096 -5.8044
O -0.5928 -2.3748 0.4955
O 1.9048 -1.8575 -0.3262
O -5.3310 3.8437 -3.8502
N 1.2761 2.3609 2.9251
N -0.2499 1.9371 -0.4438
N 1.2070 -0.0923 3.9076
N -1.7579 0.7745 -2.3108
N 1.3419 0.3164 -1.7963
N -1.0537 1.3921 3.5024
C -3.5968 2.3030 -3.7906
C -4.5659 3.1758 -4.5690
C -0.4187 -1.6937 -4.3711
C 3.2962 -2.1885 -0.4103
C -0.1432 4.7198 -0.6147
C 3.5866 -3.5434 0.2347
C 1.6396 1.7102 -1.8631
C -3.3934 0.1322 -0.6900
C 1.8979 4.4953 -2.0348
C -1.3708 1.4932 -3.3698
C -2.8447 -2.8414 1.2581
C -3.0635 0.8273 -1.9827
C 2.2031 -1.0226 3.3959
C 2.6029 2.2658 -2.6497
C -2.4653 -2.2662 -3.0040
C 2.6645 2.2734 2.4906
C 3.7392 -2.2173 -1.8752
C -2.2486 2.2400 -4.1279
C -0.6417 -3.9181 -3.3357
C 0.7146 3.6873 2.7242
C 4.0677 -1.1017 0.3332
C 0.8603 3.9427 -1.2383
C -2.2362 0.6030 3.1609
C -1.3633 -3.1419 1.4570
C -0.9439 -2.7700 2.8639
C -1.1462 -4.6427 1.2653
C -1.2341 2.2235 4.6828
C 2.7409 3.6753 -2.7215
C -1.1587 2.6903 0.1314
C -1.1508 4.0979 0.0609
C 1.4169 0.2834 5.2963
C -3.9955 1.5598 -2.6744
C 0.7526 2.5493 -1.1375
C -0.9515 -2.4336 -3.1507
H 3.2584 1.6293 -3.2319
H -3.4406 -3.4781 1.9159
H -2.5158 -0.0610 3.9846
H 3.7350 -1.2150 -2.3121
H 3.5161 4.0962 -3.3473
H 3.1458 -3.5890 1.2335
H -1.4725 -4.9763 0.2779
H 1.9950 -1.2530 2.3527
H -0.5590 -0.6219 -4.2727
H -1.0625 -4.5360 -2.5408
H 1.7678 -0.1781 -0.9831
H -0.3180 1.4504 -3.6216
H -1.6159 1.6303 5.5197
H -3.1436 -3.0421 0.2278
H 4.6657 -3.6820 0.3304
H 3.0583 1.2701 2.6322
H 3.2181 -0.6162 3.4881
H -0.2988 2.6881 4.9857
H 0.4314 -4.1094 -3.3836
H -1.9514 4.6524 0.5288
H -2.9903 -3.0472 -3.5558
H 3.9255 -1.1889 1.4085
H 0.4898 0.6136 5.7609
H 0.0877 -3.0617 3.0336
H 1.7607 -0.5925 5.8471
H -2.0568 0.0046 2.2707
H 2.1682 -1.9463 3.9746
H -1.7302 -5.1831 2.0126
H 2.7547 2.5235 1.4267
H 1.0374 4.0955 1.7602
H 1.6685 -0.2135 -2.5954
H -0.0990 -4.9263 1.3924
H -1.5717 -3.2885 3.5925
H -3.0820 -1.8035 1.4726
H -0.9454 -2.0148 -5.2717
H 5.1365 -1.1784 0.1228
H -1.0878 -4.2396 -4.2782
H -0.1103 5.7990 -0.7003
H -2.7503 -2.3543 -1.9545
H 2.1676 1.0760 5.4092
H 1.9831 5.5715 -2.1114
H -1.8998 2.7804 -4.9982
H 0.6453 -1.9060 -4.5074
H -0.3716 3.6589 2.7268
H -1.9596 3.0155 4.4751
H 1.0501 4.3705 3.5099
H 3.2854 2.9666 3.0629
H 3.7288 -0.1100 0.0210
H -1.9496 2.1761 0.6641
H -1.0308 -1.6990 3.0251
H 3.0778 -2.8607 -2.4603
H -5.0185 1.6004 -2.3260
H -2.8142 -1.3094 -3.3849
H 3.1888 -4.3722 -0.3507
H 4.7550 -2.6067 -1.9650
H -3.0769 1.2730 2.9618
*
```

How do the energies compare? Relative to the most stable structure, in hartree: A 0.0000; B 0.0422.

A | Entry from the Open Molecules 2025 dataset: 2 unconnected molecules or ions with the total composition C6H12N2 (wB97M-V/def2-TZVPD).

Output
- LUMO energy (alpha / beta) (eV) = 4.2 / 4.0

```
! RIJCOSX wB97M-V def2-TZVPD def2/J DEFGRID3
* xyz -1 2
N -0.9665 0.7610 1.9469
N -1.9333 -0.2902 0.2125
C 1.5439 1.7295 -1.0070
C -1.0060 -1.1013 0.7271
C -1.8812 0.8677 0.8885
C 1.4532 0.5244 -1.9475
C -0.8429 -2.5059 0.2386
C -0.3525 -0.5026 1.7782
H 0.5831 -0.0922 -1.7253
H 1.6680 1.3987 0.0175
H -2.6602 1.6036 0.9849
H 0.4113 -0.8419 2.4628
H 2.4462 2.3086 -1.2618
H -1.2898 -3.2071 0.9527
H -1.3020 -2.6127 -0.7418
H -0.5035 1.4934 2.4584
H 2.3936 -0.0274 -1.9659
H 1.3022 0.8600 -2.9843
H 0.7313 2.4250 -1.1938
H 0.2050 -2.7908 0.1593
*
```

B | Entry from the Open Molecules 2025 dataset: 2 unconnected molecules or ions with the total composition C6H12N2 (wB97M-V/def2-TZVPD).

Output
- LUMO energy (alpha / beta) (eV) = 3.9 / 3.8

```
! RIJCOSX wB97M-V def2-TZVPD def2/J DEFGRID3
* xyz -1 2
N 0.6479 -0.0862 -1.1666
N -0.9069 1.4927 -1.2090
C -0.0411 1.7459 -0.1983
C -0.2545 2.9058 0.7175
C 0.5756 -3.0315 0.9289
C 0.9798 0.8137 -0.1731
C -0.6178 -3.0669 1.9140
C -0.4748 0.3849 -1.7981
H -0.4701 2.7012 1.7712
H -1.5687 -2.9341 1.3892
H 1.5089 -2.8749 1.4675
H -0.8502 0.0471 -2.7515
H 0.5948 3.5820 0.6613
H 1.8113 0.7078 0.4960
H -1.1124 3.4476 0.3130
H 0.7376 -4.0045 0.4558
H 1.1925 -0.7953 -1.6156
H 0.4473 -2.2040 0.2353
H -0.6400 -4.0046 2.4646
H -0.4835 -2.1983 2.5583
*
```

How do the energies compare? Relative to the most stable structure, in hartree: A 0.0207; B 0.0000.